P) H41O21 | the ωB97M-V functional and the def2-TZVPD basis

Geometry as XYZ:
```
62
Properties=species:S:1:pos:R:3
O -1.5973 3.9393 -0.8240
O -4.4916 1.8355 -2.1536
O -1.0013 -2.2851 -4.6313
O 0.4836 1.4942 3.3596
O 2.5586 -1.5331 1.9659
O 1.9110 -0.8176 4.7853
O 3.8675 0.2603 -0.0082
O -3.0247 -0.6775 -1.4214
O -4.3950 1.2764 2.8667
O 0.9943 0.6835 0.2460
O 0.9160 2.4919 -3.3758
O 0.0682 -2.2245 3.2154
O -3.2149 -4.4354 -1.0791
O -0.1401 -0.0928 -2.4598
O -0.3266 -1.5362 -0.5266
O 4.3655 0.8799 2.5445
O 2.3298 2.4260 1.5467
O 1.4404 -3.9065 0.9980
O 2.5813 -0.5209 -2.7096
O -1.7106 2.3313 -4.4999
O -1.0576 0.0264 1.8382
H -0.4532 0.7706 1.7800
H 0.1336 -2.3457 2.2665
H 2.3992 -1.3086 -3.2251
H 3.1773 0.6539 -0.5529
H 4.2091 0.0037 2.2043
H -4.7692 0.3885 2.9721
H -0.9957 -0.0935 -2.8891
H -0.6833 -0.6003 2.4663
H 2.8511 2.8733 0.8752
H 0.3882 2.3301 2.9161
H -4.3790 0.8806 -2.1159
H 0.7350 -1.8270 3.7776
H -2.1752 1.9611 -3.7339
H -3.6246 1.0831 3.4205
H 0.9806 -3.4155 0.3128
H 1.7770 -0.3526 -2.1901
H -4.7614 2.1612 -1.2952
H -3.1778 -4.1749 -0.1617
H 2.7628 -0.6368 4.3712
H -0.4302 1.2013 3.4543
H 1.3791 -0.0183 4.7457
H 1.1366 1.5833 -3.1342
H 4.4626 -0.1958 -0.6079
H -0.8166 2.2984 -4.1236
H -2.1178 -1.0100 -1.4497
H 1.5109 3.1955 -3.1632
H 1.8457 -1.2881 2.5597
H -3.3956 -0.9011 -0.5632
H -1.2407 -1.4202 -0.3088
H -2.3520 4.4972 -1.0233
H -2.4496 -4.2136 -1.6092
H 0.6521 -0.2342 0.0882
H -1.6330 -1.5594 -4.6212
H 1.8484 1.7237 1.0810
H -0.0597 -1.1253 -1.5305
H 3.7460 1.6021 2.3694
H -0.3578 -1.9854 -3.9721
H 2.5901 -1.0878 1.1229
H 2.0347 -3.3627 1.5318
H -1.6302 3.2008 -1.4367
H 0.3262 1.1331 -0.2852
```

The total charge is -1. As for the multiplicity: 1. As for the highest occupied orbital energy: -6.96 eV.



Q) H41O21 | the ωB97M-V functional and the def2-TZVPD basis

Geometry as XYZ:
```
62
Properties=species:S:1:pos:R:3
O 0.8476 3.3868 -0.8966
O -1.8253 1.2372 0.5602
O -1.6735 -1.0477 -4.8980
O -1.1520 -3.2875 3.5065
O 1.6603 4.3942 2.2458
O 2.4692 -0.0973 1.9802
O -1.1025 4.1499 2.4556
O 0.7088 -4.5199 2.1861
O 1.3119 -2.3638 0.8527
O -2.9738 -0.8878 1.8240
O -1.0874 1.7293 -4.2948
O -1.2966 -3.4574 -3.2240
O 2.4179 -4.0356 -0.9829
O -0.3878 0.7799 3.0661
O 0.3076 -1.2383 -3.3496
O 3.0435 1.3833 4.2494
O -2.8867 0.6776 -2.0321
O 3.6208 2.6653 1.9747
O -4.3193 -0.9454 -0.7914
O 2.5257 0.6678 -4.6168
O 0.5080 0.2272 0.2615
H -0.3814 0.6040 0.6322
H 1.9140 -2.0276 1.5395
H -2.0954 -0.5754 1.5829
H -0.2118 -4.5321 1.9883
H -1.7322 3.9056 1.7731
H -1.9931 1.4461 -4.1331
H -1.4175 -2.3723 3.5800
H 0.4413 -2.1451 -3.6216
H 3.4842 1.5636 3.4146
H -0.8409 1.0544 2.2357
H 0.7532 4.3948 2.6079
H 2.3868 -3.2295 -1.4971
H -0.7320 -0.0962 3.2623
H 2.0875 1.2751 4.1829
H 3.2463 3.5090 2.3166
H -0.9877 3.3658 2.9862
H -2.5945 0.9383 -1.1302
H 1.2531 2.5326 -0.7313
H 1.3892 4.2315 1.3269
H 4.1291 3.0684 1.2561
H -1.8222 -3.9585 3.6269
H -1.3047 -3.3616 -2.2735
H -1.5125 -0.3139 -5.4927
H 1.0279 -3.6056 2.0325
H -0.6054 -1.0728 -3.1443
H -3.7959 0.3418 -2.0154
H -1.9745 1.9318 -0.0799
H 1.7878 0.1016 -4.3444
H -3.4703 -0.0614 1.8386
H 0.8582 -1.5343 0.5869
H -3.3628 -0.8546 -0.8491
H 1.8421 -3.9199 -0.2273
H 2.5362 0.0588 2.9293
H -2.2787 -0.5790 -4.3085
H -0.0707 3.2163 -1.1420
H 2.0445 1.4626 -4.8847
H -0.9699 -2.7078 -3.7258
H -4.3387 -1.2016 0.1439
H 2.8631 0.5602 1.4225
H 0.0274 -0.4025 -0.2956
H -1.1605 2.4396 -4.9439
```

The total charge is -1. As for the multiplicity: 1. As for the highest occupied orbital energy: -7.06 eV.



Which one sits at the top of the stability order? P) does.